P:
{"formula": "C3H10N", "method": "ωB97M-V with the def2-TZVPD basis set", "homo_energy_ev": -16.564, "gap_ev": 13.0, "charge": 1, "multiplicity": 1, "symbols": ["C", "C", "C", "N", "H", "H", "H", "H", "H", "H", "H", "H", "H", "H"], "positions_angstrom": [[-1.51931, -0.49981, -0.08861], [1.56363, -0.57203, 0.07945], [-0.69035, 0.69070, 0.35974], [0.68751, 0.65339, -0.22960], [-1.76042, -0.63852, -1.28210], [-1.11204, -1.45842, 0.18864], [-2.55932, -0.26510, 0.23877], [0.97280, -1.39138, -0.17350], [2.50163, -0.60081, -0.32497], [1.83611, -0.54468, 1.18719], [-0.45974, 0.78541, 1.38696], [-1.12188, 1.93267, 0.03540], [1.12201, 1.54532, -0.10398], [0.53938, 0.36327, -1.27337]], "lowdin_charge": [-0.09, 0.03, -0.21, -0.03, 0.15, 0.06, 0.10, 0.07, 0.07, 0.14, 0.10, 0.23, 0.16, 0.21]}


Q:
{"formula": "C3H10N", "method": "ωB97M-V with the def2-TZVPD basis set", "homo_energy_ev": -15.941, "gap_ev": 9.7, "charge": 1, "multiplicity": 1, "symbols": ["C", "H", "H", "H", "H", "C", "C", "N", "H", "H", "H", "H", "H", "H"], "positions_angstrom": [[2.88525, -0.54456, 0.37247], [3.12749, -0.44807, 1.46886], [3.82721, -0.35376, -0.14551], [2.06884, 0.22437, -0.00139], [2.56488, -1.61147, 0.06897], [-1.36219, 1.00247, -1.00177], [-1.81873, -0.34304, 0.93673], [-1.73340, -0.23327, -0.36771], [-0.91056, 0.93565, -1.97451], [-0.74827, 1.65094, -0.32309], [-2.34416, 1.59664, -1.23101], [-1.74642, 0.43925, 1.75698], [-2.35928, -1.21617, 1.32436], [-1.45064, -1.09899, -0.88337]], "lowdin_charge": [-0.08, 0.03, 0.00, 0.03, 0.03, -0.05, 0.19, -0.01, 0.09, 0.12, 0.15, 0.16, 0.13, 0.20]}


Last place for stability: Q